Record 1
Computed, not measured: a structure of composition C26H43N3P2Sc, with the ωB97M-V functional and the def2-TZVPD basis.

Element x y z (Å)
1 Sc 1.19 0.89 0.42
2 C 1.48 -1.70 1.55
3 C 1.67 -1.78 0.14
4 C 3.22 -0.27 0.99
5 C 2.43 -0.78 2.08
6 C 2.75 -0.90 -0.22
7 C 0.63 -2.63 2.33
8 H -0.42 -2.60 2.00
9 H 0.62 -2.39 3.41
10 H 0.97 -3.68 2.23
11 C 2.71 -0.58 3.52
12 H 2.34 -1.44 4.10
13 H 2.22 0.31 3.93
14 H 3.78 -0.46 3.70
15 C 4.39 0.64 1.11
16 H 4.87 0.49 2.08
17 H 4.12 1.70 1.02
18 H 5.14 0.41 0.34
19 C 3.45 -0.93 -1.54
20 H 4.52 -1.15 -1.41
21 H 3.38 0.01 -2.09
22 H 3.04 -1.73 -2.18
23 C 1.22 -2.90 -0.72
24 H 1.99 -3.69 -0.79
25 H 1.02 -2.56 -1.75
26 H 0.30 -3.38 -0.34
27 C -2.81 -2.01 1.26
28 C -2.92 -3.30 0.87
29 C -3.11 -3.77 -0.53
30 C -4.10 -2.94 -1.41
31 C -3.46 -2.13 -2.49
32 C -2.39 -1.37 -2.25
33 C -1.75 -1.20 -0.90
34 C -2.67 -0.86 0.31
35 H -3.53 -4.79 -0.50
36 H -4.72 -2.29 -0.79
37 H -2.12 -3.86 -1.02
38 H -3.66 -0.54 -0.07
39 H -2.98 -1.69 2.30
40 H -2.95 -4.09 1.65
41 H -2.28 0.01 0.89
42 H -1.16 -2.08 -0.63
43 H -1.87 -0.84 -3.07
44 H -1.04 -0.34 -0.97
45 H -4.80 -3.61 -1.91
46 H -3.92 -2.14 -3.48
47 P -1.21 2.29 -0.36
48 P 1.72 2.62 -1.36
49 C -0.86 3.66 -1.56
50 C 0.61 4.11 -1.50
51 H -1.55 4.51 -1.36
52 H -1.12 3.28 -2.58
53 H 0.87 4.69 -2.41
54 H 0.78 4.77 -0.63
55 C 3.34 3.40 -1.60
56 H 4.11 2.61 -1.67
57 H 3.57 4.03 -0.73
58 H 3.37 4.03 -2.50
59 C 1.32 1.82 -2.99
60 H 1.19 2.56 -3.79
61 H 0.39 1.23 -2.93
62 H 2.13 1.12 -3.27
63 C -1.87 3.37 1.02
64 H -1.79 2.86 1.99
65 H -2.94 3.60 0.84
66 H -1.30 4.31 1.07
67 C -2.89 2.04 -1.16
68 H -3.14 2.91 -1.78
69 H -3.66 1.91 -0.40
70 H -2.88 1.16 -1.82
71 N 0.27 1.41 2.19
72 C -0.35 1.03 3.14
73 N -1.07 0.81 4.16
74 C -0.95 -0.18 5.01
75 N -0.87 -1.03 5.80

Results
* net charge: +1



Record 2
Computed, not measured: a structure of composition C26H44AsFN4NaO10SSbTe, with the ωB97M-V functional and the def2-TZVPD basis.

Element x y z (Å)
1 Na 0.07 -0.10 1.52
2 C 0.03 -3.65 0.82
3 N -1.40 -3.63 1.11
4 C -1.79 -3.17 2.44
5 C -2.33 -3.66 0.14
6 O -3.54 -3.51 0.34
7 C -1.85 -3.97 -1.28
8 O -1.02 -3.00 -1.87
9 C -1.68 -1.84 -2.32
10 C -1.65 -0.71 -1.28
11 O -1.23 -0.92 -0.15
12 N -2.11 0.48 -1.69
13 C -2.43 0.74 -3.09
14 C -2.03 1.62 -0.79
15 H 0.57 -3.68 1.76
16 H 0.34 -2.76 0.28
17 H 0.29 -4.53 0.24
18 H -1.51 -2.13 2.61
19 H -1.29 -3.78 3.19
20 H -2.86 -3.27 2.54
21 H -2.76 -4.12 -1.87
22 H -1.28 -4.90 -1.28
23 H -2.73 -2.05 -2.58
24 H -1.18 -1.51 -3.23
25 H -3.13 0.00 -3.48
26 H -1.55 0.75 -3.73
27 H -2.92 1.72 -3.15
28 H -2.07 1.29 0.25
29 H -2.88 2.28 -0.98
30 H -1.11 2.18 -0.94
31 Te 0.03 -0.86 -6.07
32 C -1.00 -0.60 -7.89
33 C -0.66 -1.03 -9.15
34 C -1.60 -0.67 -10.15
35 C -2.66 0.02 -9.66
36 S -2.50 0.23 -7.96
37 H 0.25 -1.58 -9.34
38 H -1.49 -0.92 -11.20
39 H -3.52 0.41 -10.20
40 C 0.62 3.75 1.21
41 C 1.33 2.80 2.16
42 O 1.67 3.23 3.29
43 O 1.52 1.62 1.75
44 H 0.81 4.79 1.48
45 H -0.45 3.55 1.30
46 H 0.92 3.56 0.18
47 C 2.32 0.28 4.38
48 As 3.04 -0.53 2.79
49 C 4.18 0.70 1.85
50 C 4.31 -1.84 3.47
51 O 1.95 -1.36 1.87
52 H 2.96 0.03 5.23
53 H 1.32 -0.11 4.51
54 H 2.26 1.36 4.23
55 H 5.17 0.27 1.72
56 H 4.23 1.64 2.41
57 H 3.72 0.90 0.89
58 H 5.09 -1.35 4.06
59 H 4.75 -2.36 2.62
60 H 3.77 -2.55 4.09
61 C 1.96 -3.16 -3.26
62 Sb 2.12 -1.22 -2.36
63 C 3.52 -0.48 -3.82
64 C 3.67 -1.82 -0.99
65 H 2.96 -3.52 -3.52
66 H 1.35 -3.11 -4.16
67 H 1.49 -3.84 -2.55
68 H 4.33 -1.20 -3.95
69 H 3.93 0.48 -3.49
70 H 3.01 -0.34 -4.77
71 H 4.31 -2.57 -1.46
72 H 3.22 -2.21 -0.07
73 H 4.27 -0.95 -0.72
74 F -0.93 6.49 3.51
75 C -1.62 5.51 4.13
76 C -1.09 4.28 4.28
77 N -1.76 3.28 4.93
78 C -1.17 1.94 4.94
79 C -1.27 1.20 3.59
80 O -1.70 1.84 2.61
81 O -0.85 0.02 3.63
82 C -3.03 3.45 5.40
83 O -3.69 2.60 5.96
84 N -3.54 4.73 5.22
85 C -2.94 5.83 4.61
86 O -3.52 6.90 4.53
87 H -0.09 4.04 3.91
88 H -1.67 1.36 5.71
89 H -0.12 2.03 5.19
90 H -4.48 4.87 5.56

Results
* ΔE to the lowest compared entry with this formula, charge and spin: 0.20 kcal per mole
* net charge: -2



Record 3
Computed, not measured: a cluster of 2 separate species, C26H44BBrCl2F8N3O5PS in total, with the ωB97M-V functional and the def2-TZVPD basis.

Element x y z (Å)
1 C -1.21 2.94 -4.88
2 C 0.21 2.37 -5.00
3 C 1.08 2.63 -3.77
4 C 2.24 1.65 -3.64
5 C 1.78 0.24 -3.23
6 C 2.64 -0.45 -2.15
7 N 1.86 -0.82 -0.95
8 C 0.90 -1.66 -1.00
9 B 0.47 -2.46 -2.31
10 N 1.30 -3.53 -2.76
11 O -0.62 -2.04 -2.99
12 C 0.10 -1.66 0.29
13 C -0.45 -3.10 0.51
14 C -1.73 -3.49 -0.26
15 C -2.82 -4.02 0.67
16 C -4.17 -4.13 -0.01
17 F -4.02 -4.43 -1.33
18 F -4.81 -2.94 0.04
19 C -5.13 -5.20 0.58
20 F -5.75 -4.71 1.64
21 F -6.03 -5.58 -0.30
22 F -4.45 -6.28 0.96
23 O -0.84 -0.70 -0.14
24 C -2.10 -0.43 0.50
25 C -3.07 0.10 -0.53
26 C -2.44 1.08 -1.54
27 C 1.20 -1.13 1.31
28 C 2.03 -2.39 1.68
29 C 0.70 -0.61 2.66
30 Cl -0.73 -1.42 3.26
31 C 1.19 0.27 3.52
32 C 0.50 0.73 4.76
33 Cl 2.71 1.05 3.24
34 C 2.05 -0.12 0.38
35 P 3.95 -0.35 0.68
36 N 4.99 0.65 0.10
37 C 1.54 1.37 0.04
38 Br 0.04 2.12 1.04
39 C 2.62 2.45 -0.06
40 C 2.09 3.81 -0.51
41 H -1.89 2.47 -5.59
42 H -1.24 4.01 -5.07
43 H -1.62 2.76 -3.88
44 H 0.69 2.81 -5.88
45 H 0.15 1.29 -5.20
46 H 0.44 2.53 -2.87
47 H 1.44 3.66 -3.76
48 H 2.99 2.03 -2.94
49 H 2.74 1.57 -4.62
50 H 0.75 0.29 -2.86
51 H 1.75 -0.42 -4.10
52 H 3.46 0.20 -1.82
53 H 3.09 -1.37 -2.53
54 H 1.48 -4.29 -2.11
55 H 0.96 -3.94 -3.63
56 H -1.07 -1.29 -2.59
57 H -0.61 -3.29 1.57
58 H 0.35 -3.79 0.23
59 H -1.50 -4.28 -0.98
60 H -2.11 -2.66 -0.86
61 H -2.96 -3.34 1.53
62 H -2.53 -4.98 1.09
63 H -2.48 -1.33 0.97
64 H -1.94 0.30 1.30
65 H -3.88 0.60 0.00
66 H -3.51 -0.74 -1.08
67 H -3.19 1.78 -1.92
68 H -1.64 1.67 -1.09
69 H -2.04 0.56 -2.42
70 H 2.46 -2.92 0.82
71 H 1.37 -3.09 2.20
72 H 2.82 -2.15 2.39
73 H 1.04 1.56 5.20
74 H -0.51 1.06 4.51
75 H 0.43 -0.08 5.49
76 H 4.03 -1.66 0.16
77 H 4.00 -0.52 2.05
78 H 5.61 0.25 -0.59
79 H 1.08 1.27 -0.94
80 H 3.37 2.10 -0.77
81 H 3.14 2.55 0.89
82 H 1.26 3.72 -1.22
83 H 2.89 4.36 -1.01
84 H 1.75 4.41 0.33
85 C -1.30 4.87 7.16
86 F -0.75 4.14 8.15
87 F -2.64 4.84 7.33
88 F -0.90 6.14 7.32
89 S -0.82 4.22 5.50
90 O -1.35 2.86 5.54
91 O 0.63 4.30 5.52
92 O -1.50 5.11 4.59



Electronic energy in eV, matching the order above: -71401.946 -146755.751 -180010.995
Gap between HOMO and LUMO in Eh, matching the order above: 0.269 0.194 0.226
Strongest force on any atom in eV/A, matching the order above: 3.7 0.1 0.9